{
  "formula": "C26H48IN11O19",
  "method": "ωB97M-V/def2-TZVPD",
  "homo_lumo_gap_ev": 8.17,
  "largest_force_ev_per_a": 2.3,
  "relative_energy_kj_mol": 41.5,
  "total_energy_ev": -91112.5640,
  "smiles": "CC[C@@H](I)N1C(=O)c2cc(CCC(N)=O)c(CC(C)C)c(N)c2C1=O.C[N+](=O)[O-].C[N+](=O)[O-].C[N+](=O)[O-].C[N+](=O)[O-].C[N+](=O)[O-].C[N+](=O)[O-].C[N+](=O)[O-].C[N+](=O)[O-]",
  "lumo_ev": -0.4916,
  "homo_ev": -8.665,
  "species": ["C", "C", "C", "I", "N", "C", "O", "C", "C", "C", "C", "C", "C", "N", "O", "C", "C", "C", "C", "C", "C", "N", "C", "C", "O", "H", "H", "H", "H", "H", "H", "H", "H", "H", "H", "H", "H", "H", "H", "H", "H", "H", "H", "H", "H", "H", "H", "H", "H", "C", "N", "O", "O", "H", "H", "H", "C", "N", "O", "O", "H", "H", "H", "C", "N", "O", "O", "H", "H", "H", "C", "N", "O", "O", "H", "H", "H", "C", "N", "O", "O", "H", "H", "H", "C", "N", "O", "O", "H", "H", "H", "C", "N", "O", "O", "H", "H", "H", "C", "N", "O", "O", "H", "H", "H"],
  "coordinates": [[3.0969, 6.5956, 1.6215], [3.3771, 5.1078, 1.9544], [2.1692, 4.3307, 2.4659], [1.4493, 5.3805, 4.2422], [1.0659, 4.2243, 1.4882], [0.2279, 3.0985, 1.7865], [-0.3423, 2.8634, 2.8258], [0.2286, 2.2532, 0.5522], [-0.3346, 1.0386, 0.3046], [-0.1768, 0.4742, -0.9386], [-0.8532, -0.8699, -1.1315], [-2.1694, -0.6949, -1.9678], [-2.6345, 0.7308, -2.1257], [-3.2613, 1.3438, -0.9763], [-2.5396, 1.3448, -3.1737], [0.5280, 1.1047, -1.9680], [0.5726, 0.4209, -3.3297], [1.8371, 0.5688, -4.2028], [3.1436, 0.0135, -3.5825], [1.5565, -0.2589, -5.4800], [1.0948, 2.3442, -1.6978], [1.8285, 3.0547, -2.6913], [0.9203, 2.8720, -0.4515], [1.3659, 4.1991, 0.1135], [1.8399, 5.0831, -0.5709], [3.3724, 6.7382, 0.5791], [3.6376, 7.2664, 2.2786], [2.0266, 6.7830, 1.6493], [4.1315, 5.0766, 2.7400], [3.7921, 4.5893, 1.0880], [2.4598, 3.3269, 2.7722], [-0.9114, 0.5502, 1.0805], [-1.1257, -1.2474, -0.1577], [-0.2101, -1.5540, -1.6758], [-2.9623, -1.2313, -1.4433], [-2.0957, -1.1157, -2.9692], [-2.6497, 2.0306, -0.5518], [-4.1023, 1.8142, -1.2875], [0.3697, -0.6450, -3.2539], [-0.2470, 0.8525, -3.9108], [1.9832, 1.5798, -4.5590], [3.5404, -0.7377, -4.2602], [3.8981, 0.8033, -3.5691], [3.0092, -0.3863, -2.5804], [1.5196, -1.3259, -5.2553], [0.5590, 0.0110, -5.8501], [2.2549, -0.0021, -6.2756], [2.8186, 2.8731, -2.5566], [1.7277, 4.0548, -2.5682], [-3.1747, -4.4673, 1.8554], [-2.5379, -3.3681, 1.0835], [-1.3608, -3.4730, 0.8094], [-3.2453, -2.4311, 0.7769], [-2.4301, -5.2270, 2.0574], [-3.5525, -4.0427, 2.7795], [-3.9831, -4.8630, 1.2465], [-1.0136, 7.3929, 8.2262], [-0.0231, 7.0521, 7.1696], [-0.3933, 7.0953, 6.0150], [1.0906, 6.7523, 7.5386], [-1.9554, 7.6369, 7.7493], [-1.1145, 6.5241, 8.8695], [-0.6222, 8.2427, 8.7771], [7.7258, 1.2553, -4.2817], [6.7044, 0.2147, -3.9818], [6.2226, -0.3802, -4.9224], [6.4306, 0.0400, -2.8152], [7.8666, 1.3001, -5.3552], [7.3521, 2.1997, -3.8975], [8.6436, 0.9653, -3.7793], [-2.5355, -5.7320, 6.4643], [-2.1123, -5.3081, 5.1045], [-2.0483, -4.1187, 4.8831], [-1.8559, -6.1903, 4.3090], [-2.7288, -4.8466, 7.0575], [-3.4291, -6.3265, 6.3614], [-1.7268, -6.3177, 6.8936], [-5.9736, 1.0732, -3.8726], [-6.9721, 0.0025, -3.6041], [-7.3446, -0.6698, -4.5412], [-7.3443, -0.1217, -2.4572], [-5.7345, 1.0679, -4.9291], [-6.4221, 2.0179, -3.5794], [-5.0937, 0.8571, -3.2779], [-6.3163, -7.1039, 4.0477], [-5.5547, -6.3789, 5.0996], [-5.7002, -6.7310, 6.2498], [-4.8314, -5.4759, 4.7305], [-6.9113, -7.8743, 4.5233], [-6.9469, -6.3773, 3.5439], [-5.5926, -7.5352, 3.3621], [2.4122, -5.5031, -5.0704], [1.7672, -4.1621, -5.0828], [0.5958, -4.0961, -4.7749], [2.4641, -3.2240, -5.4003], [1.6744, -6.2374, -4.7692], [2.7726, -5.6999, -6.0754], [3.2345, -5.4612, -4.3624], [2.5570, -1.0696, 1.9922], [3.5292, -1.4694, 0.9518], [3.1029, -1.3797, -0.1786], [4.6347, -1.8304, 1.2889], [1.6530, -0.7823, 1.4681], [2.3826, -1.9124, 2.6550], [2.9791, -0.2302, 2.5384]],
  "forces_ev_per_angstrom": [[-0.082, -0.886, -0.685], [-0.118, 0.414, 0.204], [-0.074, 1.192, 0.231], [0.135, -0.395, -0.249], [0.285, -0.425, 0.873], [-0.551, -0.733, -0.261], [0.795, 0.396, -0.699], [-0.289, 0.226, 0.314], [-0.500, -0.143, 1.071], [-0.098, -1.225, -0.159], [-0.550, 1.070, -0.669], [-0.236, -0.243, 0.152], [0.163, 0.955, -0.489], [-0.057, -0.704, 0.015], [-0.339, -0.681, 0.531], [0.042, -0.898, -0.452], [0.697, 1.124, -0.170], [0.022, -1.234, -0.761], [-0.311, 0.774, -0.402], [-0.990, 0.556, 0.309], [0.418, 0.342, -1.074], [0.088, 0.155, -0.088], [0.127, 1.652, 1.546], [0.267, -0.368, -2.095], [-0.045, -0.159, 1.078], [0.199, 0.369, 0.079], [-0.069, 0.109, 0.042], [-0.010, 0.223, 0.210], [-0.005, -0.269, 0.031], [-0.007, -0.019, -0.035], [-0.067, 0.021, 0.180], [-0.026, -0.154, -0.047], [0.139, -0.308, 0.020], [0.048, -0.245, 0.308], [-0.008, 0.008, 0.007], [0.274, 0.054, -0.019], [0.092, -0.015, 0.027], [0.101, 0.282, -0.054], [-0.011, -0.010, 0.178], [-0.133, -0.071, 0.060], [-0.145, 0.228, 0.413], [0.122, -0.282, 0.298], [0.059, -0.022, 0.338], [0.110, -0.086, 0.049], [0.264, 0.303, -0.229], [0.057, 0.008, -0.131], [0.235, -0.350, 0.063], [0.014, -0.150, -0.262], [-0.048, -0.006, 0.249], [0.043, -0.234, -0.001], [-0.039, -0.176, 0.114], [0.041, -0.006, 0.003], [-0.020, 0.094, -0.037], [0.062, 0.073, 0.017], [-0.063, 0.039, -0.049], [-0.063, 0.130, 0.007], [-0.207, 0.055, -0.016], [-0.141, 0.059, 0.050], [-0.018, 0.061, 0.060], [0.091, -0.034, 0.012], [0.036, -0.016, -0.063], [0.096, 0.029, 0.047], [0.068, -0.072, 0.055], [0.068, 0.082, -0.176], [0.084, 0.055, -0.123], [-0.019, -0.078, 0.033], [-0.015, -0.045, 0.048], [-0.051, -0.049, -0.001], [0.040, -0.032, 0.104], [-0.045, 0.046, 0.101], [0.272, 0.068, 0.307], [-0.006, 0.002, 0.343], [0.071, -0.025, -0.182], [-0.013, 0.035, -0.074], [-0.018, 0.047, -0.085], [0.029, -0.128, 0.065], [0.020, -0.036, -0.101], [0.027, 0.062, -0.192], [0.062, 0.076, -0.087], [-0.049, -0.065, -0.020], [-0.034, -0.020, 0.094], [-0.020, -0.060, 0.002], [0.022, -0.029, 0.106], [-0.008, 0.039, 0.035], [-0.134, -0.154, -0.002], [-0.235, -0.064, -0.207], [0.067, 0.018, 0.086], [-0.172, 0.055, -0.096], [0.030, 0.026, 0.065], [0.092, 0.035, -0.055], [0.016, 0.101, -0.039], [-0.079, -0.195, 0.057], [0.040, -0.109, 0.027], [-0.072, 0.046, 0.027], [0.135, -0.292, -0.028], [-0.044, 0.057, 0.004], [0.091, 0.069, 0.024], [0.060, 0.058, -0.081], [-0.226, 0.155, 0.345], [-0.454, 0.192, 0.105], [0.489, -0.236, -0.561], [-0.016, -0.034, -0.107], [-0.043, 0.013, 0.109], [0.118, 0.003, 0.016], [0.051, -0.075, 0.069]],
  "lowdin_charge": [-0.14, -0.31, -0.64, 1.00, 0.01, -0.36, 0.10, -0.09, 0.01, -0.17, -0.10, -0.08, -0.49, 0.13, 0.07, -0.06, -0.09, -0.39, -0.05, -0.09, -0.17, 0.12, -0.03, -0.32, 0.11, 0.06, 0.07, 0.04, 0.09, 0.10, 0.09, 0.14, 0.07, 0.11, 0.10, 0.12, 0.08, 0.07, 0.11, 0.12, 0.10, 0.06, 0.05, 0.06, 0.04, 0.08, 0.08, 0.10, 0.08, 0.04, -0.43, 0.07, 0.06, 0.08, 0.08, 0.10, 0.05, -0.46, -0.05, 0.04, 0.09, 0.10, 0.10, 0.04, -0.46, 0.07, 0.07, 0.09, 0.10, 0.10, 0.04, -0.45, 0.07, 0.05, 0.10, 0.05, 0.10, 0.05, -0.46, 0.07, 0.06, 0.10, 0.10, 0.07, 0.06, -0.43, 0.08, 0.05, 0.10, 0.10, 0.10, 0.05, -0.44, 0.07, 0.06, 0.09, 0.10, 0.10, 0.05, -0.45, 0.06, 0.07, 0.08, 0.10, 0.10]
}

=====

{
  "formula": "C26H48OP2Ti",
  "method": "ωB97M-V/def2-TZVPD",
  "homo_lumo_gap_ev": [5.93, 5.93],
  "largest_force_ev_per_a": 7.8,
  "total_energy_ev": -71461.0378,
  "charge": 2,
  "lumo_ev": [-8.0187, -8.0195],
  "homo_ev": [-13.947, -13.947],
  "species": ["Ti", "C", "C", "C", "C", "C", "C", "H", "H", "H", "C", "H", "H", "H", "C", "H", "H", "H", "C", "H", "H", "H", "C", "H", "H", "H", "C", "C", "C", "C", "C", "C", "C", "C", "H", "H", "H", "H", "H", "H", "H", "H", "H", "H", "H", "H", "P", "C", "H", "H", "H", "C", "H", "H", "H", "C", "H", "H", "H", "P", "C", "H", "H", "H", "C", "H", "H", "H", "C", "H", "H", "H", "C", "C", "O", "H", "H", "H"],
  "coordinates": [[0.0000, 0.0000, 0.0000], [2.0793, -0.9328, 0.1272], [2.0619, -0.0132, -1.0053], [1.5987, 1.3111, 0.8765], [1.8622, -0.0926, 1.3015], [1.7599, 1.3691, -0.5690], [2.6846, -2.3490, 0.1342], [2.4595, -2.8845, -0.7872], [2.3116, -2.9502, 0.9590], [3.7690, -2.2978, 0.2302], [2.1121, -0.5088, 2.7626], [2.2977, -1.5748, 2.8668], [1.2890, -0.2390, 3.4204], [2.9976, 0.0001, 3.1421], [1.5119, 2.5166, 1.8282], [2.4952, 2.9627, 1.9742], [1.1327, 2.2264, 2.8077], [0.8494, 3.2865, 1.4393], [2.2329, 2.7034, -1.2055], [3.2973, 2.8257, -1.0044], [1.7450, 3.5604, -0.7451], [2.1225, 2.8158, -2.2779], [3.0293, -0.3485, -2.1645], [4.0446, -0.3617, -1.7682], [3.0617, 0.3983, -2.9540], [2.8724, -1.3387, -2.5817], [-1.4217, -1.2413, -3.2649], [-0.1743, -1.7304, -3.4063], [0.4515, -2.0190, -4.7543], [0.8530, -0.7116, -5.4562], [0.5061, 0.5488, -4.6445], [-0.7356, 1.0027, -4.5750], [-1.9268, 0.2875, -5.2145], [-2.3492, -0.9675, -4.4375], [-0.2512, -2.5767, -5.3739], [0.3397, -0.6654, -6.4157], [1.3013, -2.6896, -4.6278], [-2.3697, -1.8326, -5.1006], [-1.9017, -0.9484, -2.3603], [0.5101, -1.9464, -2.6283], [-3.3717, -0.8758, -4.0716], [-2.7529, 0.9790, -5.3711], [-0.9404, 2.0112, -4.3138], [-1.6717, 0.0011, -6.2335], [1.8922, -0.7146, -5.7756], [1.2991, 1.2100, -4.4195], [-0.9475, -2.0357, 0.8032], [-0.3526, -2.6619, 2.4966], [-0.9568, -3.5062, 2.8271], [-0.4208, -1.9044, 3.2736], [0.6729, -3.0137, 2.4401], [-2.7969, -2.2205, 1.1729], [-3.0043, -3.1558, 1.6924], [-3.3759, -2.2178, 0.2500], [-3.1433, -1.3983, 1.7986], [-0.7399, -3.7662, 0.0337], [-1.3037, -3.8521, -0.8948], [-1.1144, -4.5398, 0.7038], [0.3087, -3.9785, -0.1700], [-1.5892, 1.6656, -0.3843], [-1.0728, 3.4245, -0.9493], [-1.9264, 3.9563, -1.3707], [-0.2797, 3.4239, -1.6895], [-0.6746, 4.0223, -0.1298], [-3.3936, 1.4693, -0.9690], [-3.4761, 1.5560, -2.0417], [-4.0672, 2.2358, -0.5877], [-3.7913, 0.5056, -0.6527], [-2.3349, 2.6430, 1.1044], [-2.9048, 3.5207, 0.7960], [-1.5530, 2.9981, 1.7765], [-3.0268, 2.0231, 1.6759], [-0.6894, 0.9600, 3.7208], [-0.8980, 0.4823, 2.2619], [-2.0598, 0.2432, 2.2267], [-1.3451, 1.8416, 3.8953], [0.2451, 1.2464, 4.2210], [-1.0552, 0.1539, 4.3955]],
  "forces_ev_per_angstrom": [[0.001, -0.494, 0.661], [0.759, 2.027, 1.039], [1.627, 0.734, 0.220], [1.279, -1.237, 0.034], [0.511, 0.588, 0.030], [1.858, -0.902, 1.190], [-0.844, 0.724, -0.233], [0.004, 0.059, -0.038], [-0.027, 0.068, 0.088], [0.022, 0.211, -0.008], [-0.393, 0.190, -0.826], [-0.025, 0.007, -0.164], [0.149, -0.109, -0.109], [0.079, 0.149, -0.165], [-0.320, -0.916, -0.470], [0.121, -0.072, -0.155], [0.184, 0.016, -0.250], [0.023, 0.054, -0.097], [-0.690, -0.646, 0.072], [0.084, -0.292, 0.164], [-0.076, -0.130, 0.087], [-0.250, -0.354, -0.184], [-0.919, 0.277, 0.062], [-0.031, 0.032, 0.409], [-0.412, -0.051, -0.077], [-0.222, 0.007, -0.183], [0.564, -0.939, -1.165], [-1.394, -0.253, -0.844], [-0.427, -0.371, 0.418], [-0.037, 0.761, 0.167], [-0.132, -0.572, -1.916], [-0.846, -0.223, -1.514], [0.594, 0.478, -0.005], [0.098, -0.474, 0.421], [-0.079, 0.063, -0.029], [-0.317, 0.154, 0.044], [0.080, 0.118, 0.061], [0.107, -0.022, -0.021], [0.119, -0.064, 1.351], [0.256, 0.037, 1.382], [0.025, 0.092, 0.082], [-0.078, 0.049, 0.385], [0.086, 0.815, 0.755], [0.283, -0.106, -0.051], [0.254, 0.019, 0.472], [0.833, 0.540, 0.590], [-1.821, -5.487, 2.585], [0.125, 0.720, -0.238], [-0.216, 0.061, -0.391], [0.048, 0.098, -0.066], [0.093, 0.075, -0.097], [0.104, 0.818, -0.442], [0.473, -0.116, -0.135], [0.062, 0.006, -0.119], [0.069, -0.279, -0.200], [0.184, 0.881, -0.633], [0.093, 0.152, -0.102], [-0.053, 0.366, 0.271], [0.004, 0.063, -0.050], [-4.418, 6.349, 0.801], [0.655, -0.675, -1.190], [-0.102, -0.249, 0.083], [-0.115, -0.176, -0.366], [-0.230, -0.380, 0.285], [0.546, -0.573, -0.841], [0.178, -0.338, -0.482], [0.553, 0.126, 0.397], [0.154, -0.102, -0.007], [0.141, -0.598, 1.057], [0.338, -0.156, -0.654], [0.074, -0.123, 0.006], [0.200, 0.019, -0.150], [1.034, 0.603, 1.976], [0.840, 0.271, 0.841], [-1.755, -1.012, -1.893], [0.171, -0.669, -0.409], [0.191, -0.107, -0.815], [-0.099, 0.389, -0.699]],
  "lowdin_charge": [0.68, -0.26, -0.23, -0.26, -0.23, -0.23, 0.00, 0.08, 0.07, 0.11, 0.01, 0.08, 0.05, 0.11, 0.01, 0.11, 0.06, 0.07, 0.00, 0.11, 0.07, 0.08, 0.01, 0.11, 0.08, 0.08, -0.12, -0.12, -0.16, -0.14, -0.11, -0.11, -0.15, -0.16, 0.12, 0.11, 0.11, 0.12, 0.06, 0.06, 0.11, 0.11, 0.09, 0.11, 0.11, 0.08, 0.89, -0.20, 0.07, 0.04, 0.03, -0.20, 0.06, 0.05, 0.03, -0.21, 0.05, 0.06, 0.03, 0.93, -0.21, 0.07, 0.02, 0.04, -0.20, 0.04, 0.06, 0.05, -0.24, 0.07, 0.04, 0.06, -0.06, -0.40, -0.12, 0.11, 0.07, 0.11]
}